# CHFN5

An isolated ion of composition CHFN5 and charge -1 at a distorted geometry (wB97M-V/def2-TZVPD, the OMol25 dataset).

The value obtained for the molar mass is 102.1 g/mol. The HOMO-LUMO gap comes out at 9.9 eV. The value obtained for the energy above the lowest of the compared OMol25 structures with the same formula, charge and spin is 35.7 kJ/mol. Its electronic energy is -11218.9811 eV. Its HOMO energy is -5.2628 eV.

```
! wB97M-V def2-TZVPD RIJCOSX def2/J DEFGRID3
* xyz -1 1
C 0.04 -0.05 -0.18
N 0.32 1.25 0.16
N -1.04 -0.13 -0.98
N -0.68 1.93 -0.46
N -1.43 1.15 -1.10
N 0.85 -1.36 0.34
F 0.24 -1.90 1.55
H 1.70 -0.88 0.66
*
```

Taken from the natural (NBO) analysis, the atomic charges in e are: 0.309, -0.425, -0.389, -0.153, -0.153, -0.219, -0.299, 0.331

***

# C9H13NO

A 2-piece molecular cluster, C9H13NO overall at a distorted geometry (wB97M-V/def2-TZVPD, the OMol25 dataset).

The value obtained for the molar mass is 151.2 g/mol. The HOMO-LUMO gap comes out at 9.1 eV. The value obtained for the energy above the lowest of the compared OMol25 structures with the same formula, charge and spin is 251.9 kJ/mol. Its electronic energy is -13079.4607 eV. The SMILES is Cc1ccccc1.CC(N)=O. Its HOMO energy is -8.3347 eV.

```
! wB97M-V def2-TZVPD RIJCOSX def2/J DEFGRID3
* xyz 0 1
C 0.08 -0.70 1.70
C 1.30 -0.02 1.09
C 2.58 -0.68 0.95
C 3.74 -0.03 0.33
C 3.67 1.28 0.02
C 2.44 1.99 0.31
C 1.27 1.33 0.73
H 0.30 -1.84 1.70
H -0.79 -0.18 1.50
H 0.47 -0.71 2.84
H 2.61 -1.72 1.47
H 4.51 -0.83 -0.03
H 4.55 1.95 -0.35
H 2.29 2.97 -0.10
H 0.41 2.07 0.81
C -3.08 0.09 -2.29
C -2.76 -0.67 -1.11
N -3.79 -1.07 -0.29
O -1.67 -1.19 -0.98
H -3.25 -0.66 -3.16
H -2.24 0.66 -2.70
H -4.10 0.52 -2.35
H -3.84 -1.91 0.27
H -4.71 -0.66 -0.35
*
```

Taken from the natural (NBO) analysis, the atomic charges in e are: -0.635, 0.002, -0.217, -0.225, -0.244, -0.200, -0.238, 0.239, 0.235, 0.212, 0.207, 0.226, 0.221, 0.204, 0.211, -0.727, 0.647, -0.837, -0.597, 0.254, 0.257, 0.222, 0.406, 0.377

***

# C32H44AsCl5NO6PPbSi3

C32H44AsCl5NO6PPbSi3 as an isolated structure at a distorted geometry (wB97M-V/def2-TZVPD, the OMol25 dataset).

The value obtained for the molar mass is 1113.3 g/mol. The HOMO-LUMO gap comes out at 5.7 eV. Its electronic energy is -209299.0793 eV. Its HOMO energy is -1.7376 eV.

```
! wB97M-V def2-TZVPD RIJCOSX def2/J DEFGRID3
* xyz -2 1
Pb -0.33 0.55 0.92
O -4.82 0.42 0.90
C -3.62 0.65 0.72
O -2.70 -0.20 0.60
C -3.19 2.12 0.57
C -3.89 3.20 1.09
C -3.39 4.47 0.87
C -2.23 4.63 0.12
C -1.60 3.49 -0.37
N -2.08 2.28 -0.13
C -0.30 3.54 -1.19
O 0.06 4.64 -1.61
O 0.27 2.44 -1.35
H -4.80 3.03 1.65
H -3.88 5.35 1.29
H -1.81 5.60 -0.09
C -2.41 -3.87 -3.31
Si -2.33 -2.75 -1.73
C -2.14 -4.01 -0.30
C -4.11 -2.06 -1.62
As -0.68 -1.06 -1.71
Si 1.15 -2.24 -2.69
C 1.98 -3.64 -1.66
C 2.57 -0.96 -2.97
C 1.01 -3.13 -4.42
Si -1.34 0.18 -3.63
C 0.10 1.28 -4.27
C -2.80 1.33 -3.22
C -1.93 -0.67 -5.28
H -3.31 -4.46 -3.32
H -1.56 -4.55 -3.36
H -2.40 -3.27 -4.22
H -2.93 -4.76 -0.30
H -2.19 -3.48 0.64
H -1.19 -4.52 -0.34
H -4.84 -2.85 -1.49
H -4.38 -1.50 -2.51
H -4.19 -1.39 -0.77
H 2.47 -3.25 -0.77
H 2.72 -4.20 -2.23
H 1.23 -4.35 -1.31
H 2.25 0.01 -2.60
H 2.81 -0.85 -4.02
H 3.49 -1.23 -2.45
H 0.61 -4.13 -4.32
H 1.97 -3.21 -4.91
H 0.35 -2.59 -5.08
H 0.51 1.83 -3.43
H -0.24 2.00 -5.01
H 0.90 0.69 -4.72
H -2.59 1.84 -2.29
H -3.73 0.79 -3.08
H -2.97 2.08 -3.99
H -1.30 -1.51 -5.55
H -1.91 0.03 -6.10
H -2.95 -1.04 -5.19
Cl 0.02 3.09 3.29
C -0.67 1.71 4.09
C -0.97 0.59 3.31
C -1.55 -0.47 4.00
Cl -2.03 -1.87 3.13
C -1.77 -0.45 5.37
Cl -2.47 -1.80 6.18
C -1.44 0.68 6.11
Cl -1.70 0.72 7.81
C -0.89 1.78 5.46
Cl -0.50 3.19 6.36
C 3.30 -0.29 0.80
P 2.46 1.26 1.36
C 2.91 2.36 -0.05
C 3.70 1.84 2.60
C 4.91 2.42 2.25
C 5.73 2.97 3.21
C 5.35 2.95 4.54
C 4.16 2.36 4.91
C 3.33 1.81 3.95
H 4.36 -0.11 0.60
H 2.79 -0.63 -0.10
H 3.19 -1.05 1.57
H 3.80 2.02 -0.57
H 3.03 3.38 0.31
H 2.06 2.36 -0.74
H 5.21 2.45 1.21
H 6.67 3.44 2.92
H 5.98 3.42 5.29
H 3.86 2.34 5.95
H 2.38 1.38 4.22
C 1.32 -3.32 2.87
O 0.98 -1.97 2.59
C 0.47 -1.70 1.35
O 0.40 -2.62 0.54
H 2.12 -3.31 3.62
H 1.65 -3.80 1.95
H 0.45 -3.85 3.25
*
```

Taken from the natural (NBO) analysis, the atomic charges in e are: 1.138, -0.711, 0.753, -0.808, 0.099, -0.228, -0.196, -0.228, 0.097, -0.459, 0.744, -0.742, -0.781, 0.225, 0.196, 0.229, -1.099, 1.408, -1.098, -1.114, -0.396, 1.374, -1.088, -1.115, -1.094, 1.375, -1.122, -1.115, -1.093, 0.218, 0.215, 0.225, 0.214, 0.250, 0.232, 0.218, 0.217, 0.284, 0.237, 0.209, 0.233, 0.247, 0.222, 0.224, 0.220, 0.218, 0.222, 0.287, 0.221, 0.214, 0.269, 0.228, 0.222, 0.213, 0.220, 0.219, 0.028, -0.097, -0.423, 0.031, 0.050, -0.133, 0.010, -0.096, 0.009, -0.095, 0.006, -0.929, 0.843, -0.978, -0.324, -0.155, -0.244, -0.230, -0.206, -0.200, 0.207, 0.244, 0.240, 0.202, 0.231, 0.325, 0.203, 0.196, 0.197, 0.206, 0.229, -0.283, -0.590, 0.377, -0.744, 0.171, 0.197, 0.180

***

# C4H6O2

C4H6O2 as an isolated structure (wB97M-V/def2-TZVPD, the OMol25 dataset).

The value obtained for the molar mass is 86.1 g/mol. The HOMO-LUMO gap comes out at 9.0 eV. The value obtained for the energy above the lowest of the compared OMol25 structures with the same formula, charge and spin is 307.3 kJ/mol. Its electronic energy is -8337.2759 eV. Its HOMO energy is -8.6574 eV.

```
! wB97M-V def2-TZVPD RIJCOSX def2/J DEFGRID3
* xyz 0 1
C -0.47 -1.51 0.40
C 0.45 -0.64 -0.40
O 1.40 -0.94 -1.03
C 0.48 1.25 0.50
C -0.14 1.46 -0.73
O -0.66 0.43 -1.29
H -1.20 -1.92 -0.30
H -1.01 -0.97 1.18
H 0.11 -2.33 0.84
H -0.11 0.85 1.32
H 1.25 1.95 0.82
H -0.12 2.39 -1.31
*
```

Taken from the natural (NBO) analysis, the atomic charges in e are: -0.709, 0.772, -0.539, -0.692, 0.368, -0.557, 0.254, 0.229, 0.241, 0.241, 0.226, 0.167